Formula: C31H61FN8O10P
Source: the OMol25 dataset
Level of theory: ωB97M-V with the def2-TZVPD basis set

Geometry as XYZ:
```
112
Properties=species:S:1:pos:R:3:forces:R:3
C 1.917370 -0.611756 2.794423 1.13 1.13 -0.76
C 1.538337 0.907710 2.468927 0.20 -0.08 1.71
C 0.021597 1.110302 2.152913 0.38 -1.54 0.74
F -0.730740 1.507681 3.288725 0.87 -0.18 -1.33
N -0.320750 2.043400 1.060144 -0.04 0.57 -1.35
C -0.041131 1.550426 -0.252710 1.28 -0.15 -0.93
N 1.306204 1.309376 -0.639918 -1.22 0.26 0.55
C 1.699190 -0.128978 -0.591849 0.74 -0.58 0.12
C 3.273972 -0.283875 -0.424295 -1.12 0.45 -1.00
C 3.885084 -0.397005 -1.880977 0.57 -0.80 0.74
C 5.441088 -0.677418 -1.858132 0.37 -0.05 0.43
C 6.158589 -0.015135 -0.602682 -0.05 0.00 -1.31
O 7.581160 0.136159 -0.849362 -0.59 -0.50 1.35
C 8.260722 -0.293987 0.347632 0.91 -0.39 -0.15
N -1.018760 1.355485 -1.118207 0.58 -0.06 3.25
C -2.395182 1.676938 -0.677399 -2.43 1.39 -0.49
N -2.507351 3.163829 -0.664700 -0.41 -0.27 -0.70
C -2.024896 3.752815 -1.939113 1.05 0.41 -0.57
O -0.643859 0.936508 -2.346052 -0.05 -0.42 -0.23
C -1.521319 -0.060221 -2.901944 -2.46 -1.68 -1.22
O -2.347379 0.336418 -3.675509 1.08 0.36 0.54
C -1.491692 -1.557986 -2.596430 0.53 -2.36 0.67
C -0.921693 -2.199095 -1.407805 -0.91 -1.23 -1.43
C -1.000951 -3.658183 -1.256459 -0.64 0.08 -1.17
C -1.647021 -4.527945 -2.247829 -0.08 3.07 -0.57
C -2.239950 -3.878536 -3.431222 1.15 0.82 1.88
C -2.144671 -2.442837 -3.592805 0.24 -0.16 0.90
P 0.085245 3.697869 1.328394 1.50 3.89 1.27
O 0.987581 3.970030 2.468354 -0.84 -1.38 -0.88
O 0.814050 4.303066 -0.054747 -2.12 -0.92 1.25
O -1.271085 4.660921 1.555674 1.23 -2.80 -0.65
H 3.015733 -0.702985 2.492529 -1.43 -0.15 0.60
H 1.335858 -1.347734 2.184226 0.32 0.43 0.87
H 1.865008 -0.770597 3.897724 -0.24 -0.25 -1.04
H 1.740510 1.464346 3.431555 -0.27 -0.27 -1.17
H 2.241991 1.353162 1.722590 -1.06 -0.36 0.41
H -0.401096 0.098019 1.873311 0.22 1.05 0.06
H 1.559575 1.771164 -1.515082 -0.32 -0.30 0.14
H 1.361415 -0.627599 -1.538118 0.32 0.25 0.84
H 1.166415 -0.614975 0.265040 0.47 0.52 -0.67
H 3.464889 -1.205497 0.182808 0.07 0.90 -0.50
H 3.639431 0.651532 0.086249 -0.25 -1.21 -0.28
H 3.681803 0.532344 -2.474859 0.06 -0.74 0.53
H 3.387696 -1.282522 -2.374027 0.39 1.07 0.26
H 5.666504 -1.782955 -1.793153 -0.44 1.08 -0.17
H 5.888384 -0.319442 -2.822905 -0.23 -0.19 0.99
H 6.025835 -0.684825 0.289915 -0.25 0.89 -0.69
H 5.748699 1.019388 -0.454439 0.22 -0.90 0.24
H 9.341142 0.017707 0.324782 -1.09 -0.17 -0.29
H 8.244106 -1.426687 0.369126 -0.07 1.12 0.31
H 7.817233 0.140883 1.282212 0.18 -0.42 -0.81
H -3.210683 1.318524 -1.357373 1.33 -0.46 0.08
H -2.640688 1.267919 0.343069 0.85 0.28 -1.05
H -3.518224 3.394691 -0.638215 0.52 -0.36 0.54
H -2.304764 3.169396 -2.860145 -0.03 0.54 0.77
H -2.368805 4.818700 -2.037169 0.13 -1.18 0.20
H -0.894206 3.806927 -1.932225 -1.16 -0.06 0.00
H -0.449575 -1.591838 -0.607924 -0.43 -0.68 -0.69
H -0.561453 -4.168584 -0.360209 -0.41 0.87 -0.84
H -1.726145 -5.635913 -2.131747 0.23 1.22 0.04
H -2.762578 -4.513921 -4.177322 0.50 0.78 0.50
H -2.607017 -1.964857 -4.495148 0.62 -0.59 0.97
H 0.523807 5.240315 -0.088722 0.27 -0.50 -0.20
H -1.963511 4.002689 1.785415 -0.05 0.83 -0.33
C 7.107019 -0.787564 4.505126 -0.01 0.13 -0.02
C 6.221992 -1.672920 3.668245 -0.23 -0.14 -0.22
O 5.381920 -1.214524 2.901818 0.02 0.10 -0.06
N 6.375591 -3.016223 3.780934 0.06 0.45 0.05
C 7.303163 -3.748051 4.622099 -0.31 -0.30 -0.30
H 6.864710 0.254448 4.303781 -0.07 -0.13 -0.06
H 6.940649 -0.982244 5.565937 0.18 -0.02 -0.01
H 8.155455 -0.953861 4.251232 0.01 -0.03 0.17
H 5.748438 -3.542075 3.190263 0.05 0.00 0.06
H 7.934493 -4.367970 3.983060 0.15 -0.02 0.21
H 6.729708 -4.396210 5.287171 0.22 -0.02 0.13
H 7.928380 -3.085917 5.214000 -0.08 0.03 -0.08
C -3.172924 -0.222183 -7.911768 0.09 0.08 -0.01
C -3.385313 -1.683641 -7.614327 0.17 -0.40 0.03
O -2.450170 -2.454421 -7.445316 -0.03 0.15 0.13
N -4.664339 -2.138851 -7.535785 0.27 0.31 0.03
C -5.896523 -1.392833 -7.703319 -0.04 -0.54 0.09
H -2.104867 -0.014706 -7.942047 -0.07 -0.15 0.02
H -3.601899 0.031577 -8.882631 -0.08 0.12 0.10
H -3.622413 0.391677 -7.128777 -0.09 0.07 -0.14
H -4.726318 -3.125821 -7.334619 -0.02 0.06 -0.07
H -6.481818 -1.480195 -6.785852 -0.15 0.20 -0.10
H -6.460930 -1.836626 -8.525427 -0.14 0.22 0.01
H -5.713536 -0.343542 -7.916199 0.08 -0.09 0.01
C -2.682528 -3.121049 2.221546 0.02 -0.04 -0.11
C -1.466313 -3.034036 3.107934 0.42 -0.06 0.20
O -0.353147 -3.371741 2.722700 -0.14 0.09 -0.26
N -1.631420 -2.563302 4.370175 -0.11 -0.06 -0.44
C -2.852944 -2.116396 5.011563 0.44 0.02 0.30
H -2.390685 -3.513689 1.249041 0.07 0.02 0.13
H -3.420613 -3.795455 2.658703 -0.11 0.16 -0.03
H -3.116939 -2.129436 2.077590 -0.17 -0.08 0.07
H -0.773748 -2.534653 4.902084 -0.07 -0.01 0.00
H -2.720833 -1.077942 5.321464 -0.24 0.00 0.04
H -3.023099 -2.730215 5.897703 -0.24 0.10 -0.01
H -3.712388 -2.189833 4.351152 0.11 -0.04 -0.02
C -4.821141 3.586639 2.556851 0.10 0.01 -0.01
C -5.726186 3.983461 1.418836 -0.27 0.15 -0.29
O -5.510711 3.632038 0.261376 0.32 -0.14 -0.05
N -6.802941 4.749929 1.702232 0.45 -0.31 0.03
C -7.227971 5.264198 2.990785 -0.32 0.14 -0.37
H -4.006013 2.974387 2.170242 -0.13 0.00 -0.07
H -4.394338 4.474580 3.027170 -0.08 -0.08 0.15
H -5.373613 2.999880 3.292076 0.10 0.11 0.10
H -7.359854 4.974123 0.890303 0.01 0.01 0.07
H -8.232325 4.891149 3.197318 0.05 0.07 0.22
H -7.260484 6.353302 2.934348 -0.01 -0.02 0.24
H -6.559282 4.963984 3.792400 0.00 -0.02 -0.11
```
Positions in Å, forces in eV/Å.

Values from the calculation:
- charge = +1
- HOMO-LUMO gap (eV) = 7.2
- HOMO energy (eV) = -11.054
- lowest unoccupied orbital energy (eV) = -3.85